C4H7NO | the ωB97M-V functional and the def2-TZVPD basis

XYZ file:
```
13
Properties=species:S:1:pos:R:3:forces:R:3
H -1.84607 0.19477 0.16911 0.8 0.1 -0.1
H 1.25306 -0.90602 -0.71360 0.0 0.0 0.0
C -1.37902 -0.47395 0.90126 1.9 0.4 2.2
C 0.99318 -0.05595 -1.33878 -0.6 -0.8 0.3
O 0.50274 1.26685 0.68122 -0.6 0.9 -5.1
H -1.94777 -0.32844 1.81933 -0.3 -0.2 -0.1
C 0.35405 1.04333 -0.57648 3.1 2.6 2.9
H 1.91838 0.34297 -1.77232 -0.2 0.2 0.1
C 0.18944 -0.22357 1.49792 -3.2 -4.3 0.0
H 0.11688 1.93085 -1.17717 -0.8 -0.2 0.1
H 0.36069 -0.37054 -2.16964 0.0 0.0 0.0
H -1.47090 -1.51474 0.60335 0.2 0.0 0.0
N 0.95537 -0.90555 2.07580 -0.3 1.1 -0.3
```
Forces are in eV/Å.

Energy relative to the best compared isomer or geometry (same formula, charge and spin) ... 441.1 kJ/mol
Molar mass ... 85.11 g/mol
Orbital gap (alpha / beta) ... 7.74 / 7.74 eV
HOMO (alpha / beta) ... -8.52 / -8.52 eV
DFT total energy ... -286.4636 Ha
LUMO energy (alpha / beta) ... -0.8 / -0.8 eV
Max |F| ... 5.4 eV/A

These are the Mulliken partial charges, in e, on atoms 1 to 4: H 0.34; H 0.35; C -0.76; C -0.94

---

C10H5F6N8O11S2Tl | the ωB97M-V functional and the def2-TZVPD basis

XYZ file:
```
43
Properties=species:S:1:pos:R:3:forces:R:3
H 5.46126 1.44840 0.34755 0.0 0.0 0.0
C -1.41422 -0.65653 4.23187 0.2 -0.1 0.0
O 1.63330 0.33436 -5.34375 0.0 0.0 0.1
H 2.49580 0.12962 -3.13520 0.0 0.0 0.0
F -1.31651 0.54308 -7.67232 0.0 0.0 0.0
O -2.48544 -1.09797 2.13789 0.1 0.0 0.0
C -1.39301 -0.92772 5.57302 0.0 0.0 0.0
H -0.75802 -0.32370 6.20495 0.0 0.0 0.0
O -0.43042 2.15593 -2.90459 0.0 -0.1 -0.1
N 4.25812 0.24605 -0.60651 0.0 0.0 0.0
N 4.20679 0.39731 -1.91113 0.0 0.0 0.0
H 5.27114 -0.04014 1.00305 0.0 0.0 0.0
C -0.46722 0.43738 3.74399 -0.4 0.3 -0.2
N -2.11156 -2.22491 7.54123 -0.3 0.2 0.1
O -3.46912 -3.68799 2.08286 0.0 0.0 0.0
H -3.59371 -3.51482 5.74942 0.0 0.0 0.0
F 2.24308 2.92655 -3.83058 0.0 0.0 0.0
S -0.38192 2.90315 -4.12821 0.1 0.1 0.0
N -0.21314 2.06117 -5.44271 -0.1 0.0 0.1
O 0.03681 0.29563 2.57796 0.1 -0.1 0.0
N 5.41799 0.45698 0.13062 0.0 0.0 0.0
O -1.38850 -1.53074 8.24463 0.1 -0.1 0.0
C -2.29040 -1.39303 3.34368 0.0 0.0 0.0
S 0.21836 0.55076 -5.51371 0.2 0.0 0.0
N -3.85880 -3.34674 3.18096 0.0 0.0 0.0
O -2.81926 -3.11828 8.00021 0.1 -0.1 0.0
C -0.04202 0.34767 -7.32876 0.0 0.0 0.0
O -4.91296 -3.73570 3.67558 0.0 0.0 0.0
C -2.99153 -2.72350 5.33050 0.0 0.0 0.0
O -0.68229 -0.38520 -4.91016 0.0 0.0 0.0
F 0.71763 1.18364 -8.04350 0.0 0.0 0.0
N 3.13118 -0.11942 -0.04942 -0.1 0.0 0.0
C 2.93595 0.10137 -2.15144 0.0 0.1 0.0
F 1.22569 4.65002 -3.00562 0.0 0.0 0.0
N 2.27167 -0.22317 -1.02405 0.0 -0.1 0.0
O -0.25198 1.37777 4.50903 0.1 -0.1 0.1
Tl -0.77426 -0.39370 0.48320 -0.1 0.1 0.1
C -2.17052 -1.95258 6.13173 0.1 0.0 0.0
O -1.31833 3.96332 -4.35499 0.0 0.0 0.0
C 1.23885 3.78364 -4.02768 0.0 0.0 0.0
C -3.01619 -2.46851 3.98163 0.0 0.0 0.0
F 0.29022 -0.90428 -7.67595 0.0 0.0 0.0
F 1.49746 4.47481 -5.14526 0.0 0.0 0.0
```
Forces are in eV/Å.

Energy relative to the best compared isomer or geometry (same formula, charge and spin) ... 11.3 kJ/mol
Molar mass ... 795.70 g/mol
Orbital gap ... 7.67 eV
HOMO ... -3.42 eV
DFT total energy ... -3217.7653 Ha
LUMO energy ... 4.2 eV
Max |F| ... 0.5 eV/A
Net charge ... -2

These are the Mulliken partial charges, in e, on atoms 1 to 4: H 0.26; C 0.35; O -0.69; H 0.62

---

C21H77Br2FO17Si2 | the ωB97M-V functional and the def2-TZVPD basis

XYZ file:
```
120
Properties=species:S:1:pos:R:3:forces:R:3
H -5.96447 2.35222 -6.00034 0.0 0.0 0.0
O 6.17718 2.41448 -4.18713 -0.1 0.2 0.0
H 0.66604 -1.48688 4.44908 0.0 0.0 0.0
H 5.37280 -5.08964 3.22097 0.0 0.1 0.0
H 2.30279 7.88508 0.95122 0.0 0.0 0.0
H 5.11586 -5.49012 0.14718 0.1 0.1 0.1
C 1.36732 -1.63698 5.27316 0.0 0.0 0.0
H -3.27436 -2.23784 5.67782 0.0 0.0 0.0
C -2.47935 0.26750 1.85790 -0.1 0.0 0.0
Br -0.10278 2.07928 -5.56888 0.0 -0.1 0.0
H 5.58873 3.06073 -1.70927 0.1 -0.1 0.0
H -4.88830 0.20686 9.31720 0.0 0.0 0.0
H -4.24339 2.68772 -6.21230 0.0 0.0 -0.1
C 5.85658 -6.97378 -0.86957 0.1 0.0 0.0
Si -3.16325 -0.85626 -3.54021 0.2 -0.2 0.2
O 2.44456 -4.94297 1.10482 -0.1 0.0 -0.2
O 5.93975 -5.99000 0.15288 -0.2 0.1 0.0
C 6.38432 -4.82803 3.54362 0.0 0.0 0.0
H -5.42797 -4.34228 1.40194 0.0 0.0 0.0
H -2.36801 -1.70170 -2.63040 0.0 0.1 0.0
H -4.00868 -0.61773 5.72031 0.0 -0.1 0.0
H 3.99723 7.35331 1.07417 0.0 0.0 0.0
H 7.28681 -5.72860 2.09498 0.0 -0.1 0.0
O 0.23685 -0.91731 -2.29214 0.0 0.0 -0.1
H -0.72325 0.14519 -0.84630 0.0 0.0 0.0
H -3.39338 2.17623 -4.29496 0.0 0.0 -0.1
C -3.37682 -1.29103 5.14012 0.0 0.1 -0.1
H -2.12588 3.40278 -4.30053 0.0 0.0 0.0
H -2.94465 0.04208 0.89896 0.0 0.0 0.0
C 2.98680 7.04680 0.79020 0.0 0.0 0.0
H -5.51170 -2.06980 1.99305 0.0 0.0 0.0
H -4.78681 4.88947 -5.58378 0.0 0.0 0.0
H 3.98908 1.49289 -2.70783 -0.1 -0.2 0.0
O 3.16966 2.53180 -4.23171 0.2 0.0 -0.2
H 3.24690 -2.30233 2.96836 0.0 0.0 0.0
C -5.24286 3.11998 -6.27834 0.0 0.0 0.1
C 0.27505 -0.25296 -1.02000 0.0 -0.1 -0.1
H 3.34511 3.35343 -1.08713 0.0 0.0 0.0
O -2.10721 -0.69453 4.88196 0.1 0.0 0.1
H -6.15359 -0.19233 -1.28821 0.0 0.0 0.0
O 7.33772 -5.75474 3.05768 0.0 0.1 0.0
H 5.72320 0.78643 -5.41550 0.0 0.0 0.0
H 1.11290 -1.26898 -2.47756 0.0 0.0 0.1
H -5.19400 2.77112 -3.02195 0.0 0.1 0.0
C -0.04135 3.97771 0.49942 0.0 0.1 -0.1
H 6.60022 -3.80671 3.21682 0.0 0.0 0.0
C 4.19983 3.66917 -0.48322 0.1 0.0 0.0
C 6.46988 1.57664 -5.29112 0.0 0.0 0.1
O 1.93925 -1.88144 1.39076 0.1 -0.1 0.0
H 4.03028 -1.94581 1.40676 0.0 0.0 0.0
C -1.96050 0.03643 -4.71743 0.1 -0.1 0.3
H 3.24951 -0.65072 2.32564 0.0 0.0 0.0
H 3.08338 -6.92634 1.15367 0.0 0.0 0.0
H 1.41127 -3.58360 5.17704 0.0 0.0 0.0
H -3.48714 1.18355 9.81816 0.0 0.0 0.0
H -0.00984 2.02761 0.47597 0.0 0.1 0.1
H -6.98661 -3.89336 2.13185 0.0 0.0 0.0
Si -5.69973 0.42964 -2.55356 -0.1 0.0 0.2
H 2.52670 2.39712 -4.93623 -0.1 0.1 0.1
Br -2.84054 0.17387 -6.45028 -0.1 0.0 -0.2
H 2.11963 -0.85167 5.24620 0.0 0.0 0.0
H 0.71024 4.76141 0.42307 -0.1 0.0 0.0
H -7.22292 3.19407 -4.05078 0.0 -0.1 0.0
O 0.63633 2.74192 0.39112 0.0 -0.1 -0.1
O 2.56974 5.87711 1.47813 0.0 0.1 0.1
H 0.82546 -1.56736 6.22171 0.0 0.0 0.0
H -3.26548 -0.49845 9.31492 0.0 0.0 0.0
C 3.18537 -1.70369 2.05728 0.0 0.1 0.0
H -1.70349 -0.49467 5.73249 -0.1 0.1 0.0
H 3.95864 3.50152 0.56238 0.0 0.0 0.0
H 5.03551 -7.67484 -0.69470 0.0 0.0 0.0
H 6.40310 -4.85161 4.63137 0.1 0.0 0.0
H 0.98737 0.57412 -1.02575 0.0 0.1 0.0
H -5.44194 3.42558 -7.30830 0.0 0.0 0.0
H 0.53436 -0.93350 -0.21100 0.0 0.0 0.0
H 2.35719 0.94628 -3.15630 -0.1 0.0 0.1
O 2.06070 -2.87478 5.16234 0.0 0.0 0.0
H -2.51266 2.53703 -2.82012 0.0 -0.1 0.0
H -7.86865 3.41628 -2.41985 0.0 0.0 0.0
C -1.39195 1.35418 -4.23541 0.0 0.1 -0.1
H -6.35490 -0.25211 -3.68402 0.1 0.0 -0.1
H 1.87795 -2.81261 1.15149 0.1 -0.1 0.2
C 2.75776 -6.13080 1.82850 0.0 0.0 0.0
C -2.41495 2.43600 -3.90045 0.0 0.0 0.1
O -3.59555 0.76653 7.77032 0.0 0.1 0.0
O -1.24984 0.92884 1.58318 0.0 0.1 0.1
H 2.56020 6.06596 2.42087 0.0 0.0 0.0
H -0.55250 4.08511 1.46188 0.0 0.0 0.0
C -7.34338 2.72214 -3.07664 -0.1 0.0 0.0
H -2.32057 -0.65438 2.41577 0.0 0.0 0.0
H -4.08504 1.57116 7.57606 0.0 0.0 0.0
H -0.74076 1.12759 -3.39580 0.0 0.0 0.1
H -4.04787 -1.71604 -4.35027 0.0 0.0 0.0
O -4.06204 0.18653 -2.64766 -0.1 0.0 -0.2
H -5.94810 2.57696 -1.44212 0.1 0.0 0.0
H 5.31473 2.82363 -4.34392 -0.1 -0.1 0.0
H 3.75975 0.53058 -4.17955 0.0 0.0 0.1
C -6.00998 2.27839 -2.48996 -0.1 0.0 -0.1
H 3.57623 -5.87880 2.49534 0.0 -0.1 0.0
H -5.72680 -4.64856 3.12007 0.0 0.0 0.0
H -1.13503 -0.66094 -4.85865 0.0 0.0 -0.1
H 7.43409 1.11370 -5.09128 0.0 0.0 0.0
C -5.90884 -3.95363 2.30338 0.0 0.0 0.0
H -3.84780 -1.49338 4.18141 0.0 0.0 0.0
H 1.91466 -6.48961 2.42232 0.0 0.1 0.0
C -3.83174 0.41093 9.12646 0.0 0.0 0.0
O -5.36225 -2.70379 2.70121 0.0 0.0 -0.1
O 5.37328 2.91704 -0.78201 -0.2 0.1 -0.1
F -8.20898 1.61747 -3.24687 0.1 0.1 0.1
H -0.83058 1.15220 2.42099 0.0 -0.1 0.0
H 1.71893 -5.13931 0.50328 0.0 0.0 0.0
C 3.31381 1.29885 -3.53947 0.2 0.1 0.1
H -3.15107 0.91339 2.42899 0.0 0.0 0.0
H 6.79237 -7.52721 -0.85451 0.0 0.0 0.0
H 2.98681 6.80335 -0.27022 0.0 0.0 0.0
H -0.77666 4.11917 -0.30076 0.0 0.0 0.0
O -5.41534 4.19644 -5.36139 0.0 0.0 0.0
H 4.36333 4.74096 -0.62952 0.0 0.0 0.0
H 5.73229 -6.52297 -1.85727 0.0 0.0 0.0
H 6.54065 2.13997 -6.22578 0.0 0.0 0.0
```
Forces are in eV/Å.

Molar mass ... 836.81 g/mol
Orbital gap ... 9.70 eV
HOMO ... -9.54 eV
DFT total energy ... -7952.0590 Ha
LUMO energy ... 0.2 eV
Max |F| ... 0.4 eV/A

These are the Mulliken partial charges, in e, on atoms 1 to 4: H 0.23; O -0.45; H 0.21; H -0.39

---

C38H44BCoN10O4 | the ωB97M-V functional and the def2-TZVPD basis

XYZ file:
```
98
Properties=species:S:1:pos:R:3:forces:R:3
C 3.16394 -6.37052 0.55675 0.0 0.0 0.0
H 1.94358 -0.34466 2.92547 0.0 0.0 0.0
C 2.32710 1.94357 0.47562 0.2 0.1 0.2
H 6.32738 -2.17843 -0.99687 0.0 0.0 0.0
C -1.52577 3.64988 4.51903 0.0 0.0 -0.2
C -1.20345 -2.83129 0.68997 0.0 0.1 0.0
C 2.57671 -0.12262 -0.63054 -0.2 0.0 0.1
C 2.69066 -4.02351 0.32467 -0.1 0.0 0.0
H 5.61062 1.35175 -0.12493 0.0 0.0 0.0
C -4.52489 3.17641 -0.61239 0.0 0.0 0.0
N -0.04682 -1.23355 -0.76076 -0.6 0.3 -0.2
C 4.53871 1.20192 -0.10928 0.1 -0.1 0.0
H 0.69869 -0.94839 1.83054 0.1 0.0 0.0
H 0.03851 -3.66782 -1.59078 0.0 0.0 0.0
C -0.00419 -7.12373 -2.10485 -0.1 -0.1 0.0
H 0.47993 2.90850 -3.47461 0.0 0.0 0.0
H -3.68470 2.60488 -3.36911 0.0 0.0 0.0
H -0.02833 1.14218 5.15197 0.0 0.0 0.0
H -0.84688 -7.03266 -2.78538 0.0 0.0 0.0
H 1.94021 -7.69317 -0.60175 0.0 0.0 0.0
H 1.07201 6.91007 0.84287 0.0 0.0 0.0
C -1.42267 -0.90121 -3.38211 0.0 -0.1 0.1
N -2.47084 2.29895 -0.54249 -0.3 -0.4 -0.2
H 2.88018 -3.00108 0.62467 0.0 0.0 0.0
B -1.44766 3.57273 1.35777 0.0 -0.3 -0.3
C 5.90215 -1.31671 -0.48440 0.1 -0.1 0.0
C -3.07751 -4.11222 -0.19614 0.0 0.0 -0.3
H -1.95103 -4.55769 1.61864 0.0 0.0 0.0
H 3.73461 -7.17798 0.99649 0.0 0.0 0.0
H -1.73451 4.57776 1.93999 0.0 0.0 0.1
O -4.27031 -0.45626 -0.86187 0.1 0.2 -0.1
H -4.32254 4.04572 2.59551 0.0 0.0 0.0
H -0.65165 6.64856 1.15904 0.0 0.0 0.0
C 0.80562 3.61856 -1.49241 -0.1 0.2 0.0
H 1.72737 2.69397 0.97830 0.0 0.0 -0.1
C -3.70085 1.79407 -2.63500 0.0 0.0 0.1
N -0.02165 3.01364 -0.65865 0.1 -0.5 0.1
H -2.57674 3.77317 4.25512 0.0 0.0 0.1
H -0.32461 -7.64845 -1.19981 0.0 0.0 0.0
N -0.30667 3.87574 0.34015 -0.1 0.3 0.0
H 4.19317 -4.82682 1.62260 0.0 0.0 0.0
H -3.92211 -3.55628 -2.05630 0.0 0.0 0.0
C 3.69664 2.14662 0.46218 -0.1 0.0 0.1
C 1.08217 4.91218 -1.02013 0.0 0.0 0.0
H -1.02963 4.60874 4.35704 0.0 0.0 0.0
H -0.40297 -1.19456 -3.64966 0.0 0.0 0.0
C 1.28353 2.94738 -2.73529 -0.1 -0.1 0.1
C -4.44188 4.49745 1.60929 0.1 0.0 0.0
C 0.35763 5.03466 0.15151 0.2 0.0 -0.1
H 6.63559 -0.50670 -0.48698 0.0 0.0 0.0
N -2.09725 -0.61728 0.08397 -0.6 -0.3 0.2
C -3.13102 -0.87246 -0.74231 0.1 -0.5 -0.2
C 0.87279 -0.53670 2.82263 -0.1 0.1 -0.1
C 0.32748 6.16726 1.12471 -0.1 -0.1 0.0
C 1.69598 -4.29302 -0.60818 0.2 0.0 0.2
C 1.42431 -5.63784 -0.92942 0.0 0.1 0.0
H 0.55678 5.80942 2.12993 0.0 0.1 0.0
C -0.90402 2.56217 3.70571 0.1 -0.2 0.1
C -3.57495 2.36580 -1.26465 -0.1 0.3 0.1
H 2.12800 3.48574 -3.16310 0.0 0.0 0.0
C 1.69369 0.83964 -0.11373 -1.0 -0.1 0.1
C 0.97151 -1.94835 -1.00773 0.0 -0.1 -0.2
C 3.97175 0.05806 -0.62790 0.0 0.0 0.1
O 0.40634 -5.80723 -1.82035 0.0 0.0 0.0
C 3.42391 -5.05776 0.89688 0.0 -0.1 0.0
C -3.90494 3.60585 0.53840 -0.1 0.0 -0.2
H 1.58209 1.92128 -2.51027 0.1 0.0 0.0
H -0.38715 -2.71125 1.39493 -0.1 0.0 0.1
H -5.50252 4.66983 1.43355 0.0 0.0 0.0
H -5.52877 3.39511 -0.93972 0.0 0.0 0.0
N 0.91991 -3.32796 -1.23155 -0.1 0.0 -0.3
N -2.66191 3.07229 0.55275 -0.1 0.3 0.2
H -4.63621 1.24658 -2.73425 0.0 -0.1 0.0
C -2.04883 -3.85890 0.79447 0.2 0.0 0.2
H -3.93054 5.46269 1.62187 0.0 0.0 0.0
H 1.72518 5.65062 -1.47144 0.0 0.0 0.0
H -1.36511 -0.06706 -2.68667 0.0 0.0 0.1
C -3.19083 -3.34336 -1.28483 -0.1 -0.2 0.1
Co -0.46876 0.95177 -0.13733 2.8 0.7 -0.2
H -1.94355 -0.57960 -4.28747 0.0 0.0 0.0
H 0.79327 -7.69645 -2.58898 0.0 0.0 0.0
N -0.94991 2.51492 2.36049 0.0 0.2 0.3
H -2.87688 1.11936 -2.84536 -0.1 0.1 0.0
H -3.72901 -4.96758 -0.06139 0.0 0.0 0.0
H 0.57257 -1.25611 3.58554 0.0 0.0 0.0
N 2.18479 -1.37499 -1.15761 0.3 0.0 -0.1
H -1.45917 3.39870 5.57633 0.0 0.0 0.0
C -2.41954 -2.10043 -1.46909 -0.1 0.5 0.0
O 4.72588 -0.97182 -1.18238 0.0 0.1 0.0
H 2.94698 -1.96053 -1.45734 0.0 0.0 0.0
C -1.32288 -1.77080 -0.37165 -0.2 -0.2 0.0
H 4.11891 3.04524 0.89806 0.0 0.0 0.0
H 5.68180 -1.58832 0.55347 0.0 0.0 0.0
C 0.09952 0.73094 2.96226 0.0 0.1 0.1
N -0.34750 1.39831 1.91094 -0.2 0.0 -0.3
O -2.12021 -2.01594 -2.85460 0.1 -0.3 0.1
C 2.14998 -6.66136 -0.35435 0.0 -0.1 0.0
C -0.23775 1.42878 4.13409 0.0 0.0 0.0
```
Forces are in eV/Å.

Spin multiplicity ... 2
Energy relative to the best compared isomer or geometry (same formula, charge and spin) ... 147.6 kJ/mol
Molar mass ... 774.58 g/mol
Orbital gap (alpha / beta) ... 6.92 / 6.83 eV
HOMO (alpha / beta) ... -4.54 / -4.46 eV
DFT total energy ... -3730.6437 Ha
LUMO energy (alpha / beta) ... 2.4 / 2.4 eV
Max |F| ... 2.9 eV/A
Net charge ... -1

These are the Mulliken partial charges, in e, on atoms 1 to 4: C -0.71; H 0.21; C 0.07; H 0.26

---

C6H10 | the ωB97M-V functional and the def2-TZVPD basis

XYZ file:
```
16
Properties=species:S:1:pos:R:3:forces:R:3
H -2.05156 -1.22118 0.51793 0.2 0.1 0.1
C 0.18857 -0.87930 0.48490 0.3 -0.1 0.1
H -1.44520 -0.10570 -0.77940 0.0 -0.2 0.1
H 1.53818 -0.73957 -2.72370 0.0 -0.1 0.2
C 1.19361 -0.82652 -0.62147 -0.1 0.0 -0.1
C 0.83075 -0.79789 -1.90163 0.0 0.0 0.1
H -0.22706 -0.84228 -2.15424 0.3 0.1 -0.1
H 2.25329 -0.89072 -0.35697 -0.3 0.2 0.0
C -0.49461 0.31905 1.12645 0.1 0.0 0.1
H -0.97194 2.41762 0.93042 0.1 -0.1 0.0
C -0.12861 1.73649 0.76824 0.0 0.0 0.0
H 0.70822 2.06696 1.39525 -0.1 0.0 -0.1
C -1.24779 -0.56959 0.18359 -0.4 0.1 0.0
H 0.40522 -1.63958 1.23315 -0.2 -0.1 -0.3
H 0.18412 1.81071 -0.28006 -0.1 0.0 0.2
H -0.73520 0.16150 2.17755 0.2 0.1 -0.1
```
Forces are in eV/Å.

Energy relative to the best compared isomer or geometry (same formula, charge and spin) ... 117.4 kJ/mol
Molar mass ... 82.15 g/mol
Structure (SMILES) ... C=C[C@@H]1C[C@@H]1C
Orbital gap ... 10.44 eV
HOMO ... -9.20 eV
DFT total energy ... -234.5578 Ha
LUMO energy ... 1.2 eV
Max |F| ... 0.4 eV/A

These are the Mulliken partial charges, in e, on atoms 1 to 4: H 0.28; C 0.03; H 0.26; H 0.27

---

- max |F| of number 1 (C4H7NO)?
  5.4 eV/A

---

- Which of these has the lowest DFT total energy?
  C21H77Br2FO17Si2